C26H49Br2N4O6S | the ωB97M-V functional and the def2-TZVPD basis

Element x y z (Å)
C  1.444031  4.652644  -0.736836
C  1.406849  3.117501  -0.697244
S  -0.032850  2.518738  0.226542
C  0.726712  1.310209  1.347037
C  -0.303164  0.869959  2.340925
C  -0.772336  1.701328  3.358274
C  -0.292121  3.111241  3.602799
O  -0.791675  4.047001  3.061543
O  0.620070  3.160522  4.590171
C  1.990061  3.438852  4.219601
C  2.891001  2.266221  4.519822
N  2.658149  1.744130  5.865048
C  -1.746651  1.258685  4.251632
C  -2.256662  0.000733  4.120855
N  -1.775557  -0.793855  3.156608
C  -0.822938  -0.415026  2.278015
C  -0.444924  -1.425159  1.273257
Br  -1.758667  -1.679364  -0.030882
C  0.717004  -2.079658  1.332894
C  1.746784  -1.856049  2.398839
Br  1.177685  -3.338061  0.034068
H  2.464587  5.019905  -0.687566
H  0.864090  5.079876  0.076844
H  1.003421  5.016589  -1.661334
H  2.319111  2.718386  -0.262400
H  1.322621  2.729521  -1.707616
H  1.603902  1.709620  1.857742
H  1.044056  0.458839  0.754375
H  2.049912  3.703900  3.162671
H  2.298811  4.320742  4.776278
H  2.739224  1.458035  3.802422
H  3.915909  2.626065  4.376951
H  2.870553  2.462464  6.549013
H  3.316952  0.997647  6.050768
H  -2.109541  1.903918  5.036242
H  -3.030347  -0.388904  4.761904
H  -2.165189  -1.724207  3.065321
H  2.296447  -0.933770  2.204033
H  2.465576  -2.665884  2.417946
H  1.294077  -1.771096  3.385254
C  -3.743734  3.631599  -0.668708
O  -4.169028  2.424069  -1.267389
C  -3.735475  1.240435  -0.622561
C  -4.877830  0.541815  0.084525
N  -5.307408  1.281662  1.263332
C  -6.548173  0.804085  1.871627
C  -7.828590  0.840288  1.045603
O  -8.306678  2.137783  0.770025
C  -7.729213  2.787321  -0.345852
H  -3.973941  4.433003  -1.367682
H  -4.261113  3.838153  0.275072
H  -2.665631  3.624215  -0.481110
H  -2.914596  1.448386  0.073005
H  -3.349429  0.578866  -1.403357
H  -4.542168  -0.450234  0.405733
H  -5.679466  0.396283  -0.650830
H  -5.420013  2.256693  1.018915
H  -6.722234  1.404768  2.767393
H  -6.389057  -0.227206  2.206496
H  -8.607049  0.360016  1.643054
H  -7.742388  0.260941  0.117600
H  -7.470117  2.077826  -1.136590
H  -6.838319  3.361791  -0.073405
H  -8.468468  3.486342  -0.734068
C  3.308924  -1.602016  -5.330581
O  3.953195  -1.858170  -4.097360
C  3.191398  -2.605303  -3.164068
C  3.731279  -4.008873  -2.992132
N  3.492826  -4.821286  -4.172871
C  4.168733  -6.116219  -4.181181
C  5.691776  -6.145489  -4.136855
O  6.322071  -5.660944  -5.303232
C  6.481902  -4.259386  -5.383129
H  3.910614  -0.866061  -5.859915
H  3.229145  -2.497985  -5.954862
H  2.306266  -1.192033  -5.176348
H  2.133823  -2.627730  -3.448075
H  3.270653  -2.087029  -2.202382
H  3.227181  -4.477751  -2.138786
H  4.796661  -3.921482  -2.737645
H  3.770706  -4.301732  -4.994677
H  3.857473  -6.637413  -5.088817
H  3.791864  -6.702124  -3.336151
H  5.988937  -7.193620  -4.056326
H  6.092775  -5.635965  -3.250879
H  6.649588  -3.815475  -4.397487
H  5.622528  -3.771493  -5.853606
H  7.354827  -4.065564  -6.005279

Atoms 1-3, force components in eV/Å:
-0.19 -0.14 -0.11
0.02 0.34 -0.23
-0.11 0.01 0.13

Its total energy is -7236.3992 a.u. The charge is +1. The value obtained for the maximum force is 0.558 eV Å⁻¹. Its molar mass is 705.575 g mol⁻¹. The calculation puts the gap between HOMO and LUMO at 5.897 eV.